C6H10O | wB97M-V/def2-TZVPD

Summary:
* strongest force on any atom: 0.572 eV/Å
* relative energy (zero: lowest compared OMol25 entry of this formula, charge and spin): 7.1 kcal per mole
* HOMO-LUMO gap: 10.49 eV
* electronic energy: -309.8311 Eh
* highest occupied orbital energy: -0.35010 hartree
* SMILES: C=CCCC(C)=O

Geometry as ORCA input:
```
! RIJCOSX wB97M-V def2-TZVPD def2/J DEFGRID3
* xyz 0 1
O -0.72219 -0.96007 -1.48543
C -0.60377 -0.16260 0.75505
C -2.25803 0.78652 -0.97796
C -1.13607 -0.16798 -0.66261
C 1.69458 -0.40680 -0.13014
C 2.61550 0.47204 0.23311
C 0.69675 -0.96490 0.84602
H 0.49076 -2.01925 0.63742
H -3.04937 0.64527 -0.23471
H 3.23838 0.93371 -0.52367
H -2.63422 0.56548 -1.97664
H -0.46727 0.87130 1.10521
H 2.76569 0.71609 1.28312
H -1.40248 -0.59222 1.37728
H 1.61043 -0.66618 -1.18243
H 1.10763 -0.88686 1.85915
H -1.94631 1.83646 -0.92275
*
```


C20H86O33 | wB97M-V/def2-TZVPD

Summary:
* strongest force on any atom: 3.522 eV/Å
* relative energy (zero: lowest compared OMol25 entry of this formula, charge and spin): 0.0 kcal per mole
* HOMO-LUMO gap: 9.11 eV
* electronic energy: -3296.2952 Eh
* highest occupied orbital energy: -0.34314 hartree

Geometry as ORCA input:
```
! RIJCOSX wB97M-V def2-TZVPD def2/J DEFGRID3
* xyz 0 1
O 1.47679 -4.02516 -4.03019
O 3.40217 0.93786 -3.56870
O -2.89061 -3.97981 -0.76585
O 3.36927 4.42903 -2.12405
O -5.21401 0.26818 -0.37647
O 1.18634 2.29712 -4.05592
O -0.39024 -0.57482 4.96227
O -1.46354 3.02707 0.13490
O -5.26462 -4.19058 4.86268
O -2.42448 1.26389 6.10686
O -5.12701 0.99935 2.46157
O -1.36790 -2.27270 0.76137
O -0.97306 -0.90776 -5.29332
O 1.46821 -5.92846 2.35856
O 1.51861 -5.00064 -1.28699
O -1.02963 -5.66178 0.48833
O -2.91714 2.27985 3.74077
O -2.55923 2.97497 -2.33988
O -2.33589 -4.85341 4.80861
O -0.14976 2.40409 4.60798
O -3.11440 0.05803 -3.93563
O 1.03353 5.08507 -3.88424
O -5.54631 1.85180 -2.70630
O 4.29510 3.44318 0.41205
O -4.84812 -5.14386 -2.15686
O 3.88964 -2.30189 0.83787
O 4.87460 1.13475 1.62474
O 5.51235 3.22991 3.11286
O -0.27670 0.08252 1.83407
O 0.64408 2.67599 1.69617
O -0.28065 -4.10931 2.73416
O -1.02878 -3.35295 -3.53734
O 5.41221 2.18272 -4.77525
C 0.60851 -0.59898 0.97750
C -3.86043 3.37038 -2.09570
C -3.26279 -4.97038 3.72209
C -4.33932 -0.11229 1.88802
C -4.29248 -3.80190 3.81967
C 2.18440 -3.25029 -2.99737
C 4.66062 1.32757 -5.58867
C 4.64865 4.56221 1.25551
C 0.41666 3.47085 4.05023
C 4.39131 0.03607 0.89922
C -0.26900 -1.55640 0.13367
C -4.09267 0.22080 0.35966
C 2.03661 4.28729 -1.62669
C 2.57085 -4.17435 -1.76667
C 1.04903 5.23756 -2.42180
C -4.83949 2.99774 -3.14062
C 1.35493 3.13332 2.83229
C 5.80360 4.22594 2.09204
C 3.92812 0.29667 -4.68347
C 4.46229 -1.28472 1.73343
H -1.63701 -0.35515 -4.88099
H 4.49439 -0.59538 -4.41572
H -1.06818 -2.80546 -4.32151
H -4.71832 -3.65769 2.82671
H 3.05351 -2.65469 -3.27665
H 1.94402 3.98628 2.49533
H 1.85744 3.23566 -1.85046
H 5.87372 2.86931 -5.26228
H 1.24363 -1.16091 1.66231
H -2.55789 -3.10877 -0.54949
H -3.72976 0.75088 -3.69578
H 3.39686 -4.86583 -1.93299
H 2.86678 -3.43319 -1.02424
H -3.72171 4.44471 -1.97457
H -4.10784 -4.82392 -1.64124
H 2.00397 2.29412 3.08248
H 1.97945 4.47146 -0.55389
H -4.52433 2.95070 -4.18300
H 0.53703 -3.87897 -3.89951
H 3.90129 1.90487 -6.11615
H 4.98512 -0.03988 -0.01167
H 0.07869 5.03048 -1.97051
H 3.79409 -1.29778 2.59450
H -0.96145 -3.01226 1.21902
H -2.87639 -4.57673 5.55219
H -0.68950 -5.24944 1.28238
H -1.02321 2.29207 4.22569
H 4.01459 -3.17928 1.20688
H -1.60267 0.90699 5.77000
H 3.39416 4.38782 -3.08284
H -3.77362 -2.90392 4.15510
H -3.51895 2.94402 4.07682
H -4.22064 3.15858 -1.08897
H -4.73132 -1.10305 2.11786
H 5.17861 0.78396 -6.37878
H -2.03141 3.16963 -1.56198
H -3.71709 1.23701 0.23988
H -3.68061 -5.97674 3.74982
H 4.09945 1.56036 -3.34984
H 6.25749 5.13614 2.48400
H 1.94712 1.82477 -3.71778
H 0.52858 -4.61780 2.68120
H -5.47037 -3.36939 5.31535
H 1.18223 0.09531 0.36358
H -5.57761 3.78787 -3.27836
H 4.94165 5.36693 0.58121
H 1.20970 6.25135 -2.05502
H 3.10629 -0.14144 -5.24981
H -0.26200 -0.30561 -5.51247
H -0.62282 -0.94380 -0.69557
H 6.74287 3.81964 1.71682
H -6.26659 1.54329 -3.26094
H -1.90349 -3.28679 -3.15426
H 0.48619 4.31020 -4.03117
H 5.39161 2.41399 2.62163
H 1.46786 -2.52111 -2.61925
H 3.77910 3.73484 -0.34311
H -2.62765 -4.97873 2.83630
H 0.98183 3.97511 4.83407
H -3.34168 -0.42879 -0.08996
H -2.90241 1.54384 5.32619
H -3.43912 0.03420 2.48492
H 0.96211 -5.40610 -1.95596
H -0.74811 -4.47948 3.48295
H 3.78587 5.01152 1.74727
H 0.98956 1.86976 -4.88951
H -0.30721 -5.60969 -0.13747
H 5.45075 -1.58921 2.07740
H -3.47448 1.67950 3.24562
H -3.66987 -0.68061 -4.18480
H -1.09229 -0.42032 1.89380
H -1.94843 3.76278 0.50886
H -5.11145 0.88104 -1.10823
H 3.40309 0.31762 0.53557
H 0.33918 1.77148 1.79861
H 1.40710 -6.84067 2.07505
H 4.69856 1.88698 1.05486
H -0.28852 -1.52660 4.96408
H -5.54741 -4.51173 -1.99063
H 0.44260 -2.19655 -0.38781
H -2.22192 -4.58063 -0.43705
H 0.11126 -0.28132 4.20162
H -0.35703 4.12772 3.65272
H -6.04326 0.87737 2.20232
H -0.64224 3.00645 0.62611
H 2.40820 -5.75296 2.40151
*
```


C3H10N4O | wB97M-V/def2-TZVPD

Summary:
* strongest force on any atom: 3.066 eV/Å
* relative energy (zero: lowest compared OMol25 entry of this formula, charge and spin): 72.3 kcal per mole
* HOMO-LUMO gap: 8.74 eV
* electronic energy: -414.4981 Eh
* highest occupied orbital energy: -0.29652 hartree
* SMILES: C/N=N\N.CC(N)=O

Geometry as ORCA input:
```
! RIJCOSX wB97M-V def2-TZVPD def2/J DEFGRID3
* xyz 0 1
O -0.41737 0.71573 1.93893
N 0.50612 2.24472 -0.61817
N 1.45548 0.36557 -1.21035
N -1.75869 -0.73716 0.87119
N 1.64448 1.55146 -0.86960
C 0.37084 0.08563 -2.15728
C -0.59699 -0.41514 1.50595
C 0.40028 -1.53286 1.62315
H -0.10607 1.72141 0.01065
H -2.47830 -0.02806 0.82116
H 1.41275 -1.12442 1.56522
H -0.61675 0.20141 -1.70151
H 0.26373 -2.04355 2.57978
H 0.27559 -2.25221 0.80835
H 0.44648 0.72689 -3.04165
H 0.45774 -0.95310 -2.49057
H 0.71839 3.14857 -0.20335
H -1.97772 -1.67490 0.56809
*
```


C4H7N2OP | wB97M-V/def2-TZVPD

Summary:
* strongest force on any atom: 4.025 eV/Å
* relative energy (zero: lowest compared OMol25 entry of this formula, charge and spin): 51.6 kcal per mole
* HOMO-LUMO gap: 9.11 eV
* electronic energy: -682.6548 Eh
* highest occupied orbital energy: -0.31111 hartree

Geometry as ORCA input:
```
! RIJCOSX wB97M-V def2-TZVPD def2/J DEFGRID3
* xyz 0 1
P -1.40887 -0.94535 -0.11023
O 0.98536 0.40704 -1.26330
N -1.82667 -0.31814 -1.76325
N -2.15657 0.39825 0.70316
C 2.69204 -0.30014 0.10682
C 2.24325 0.33500 -1.01764
C 1.51537 -0.78994 0.78770
C 0.35386 -0.51422 0.17080
H 2.87306 0.89305 -1.74145
H -1.57917 0.63129 -1.88269
H -1.24578 -0.81322 -2.46572
H -3.13732 0.48527 0.43905
H 1.72524 -1.52329 1.58306
H -1.66996 1.25719 0.42173
H 3.69376 -0.59526 0.33055
*
```


Question: Among the records above, which one has the highest highest occupied orbital energy?
Answer: C3H10N4O